A cluster of 8 separate species, C26H74N10O8 in total, computed with ωB97M-V/def2-TZVPD.

```
118
Properties=species:S:1:pos:R:3:forces:R:3
N 1.532 -0.222 -4.094 -1.4 1.2 -0.7
H -0.608 -3.065 -1.277 0.3 -0.5 -0.4
H 6.600 0.936 0.010 0.6 0.1 0.1
C 0.945 -0.697 4.121 -0.2 -1.0 1.3
C -0.135 -3.192 -2.272 0.5 0.0 1.2
H 4.638 -0.193 0.967 -0.4 0.8 0.2
H -1.974 -1.260 -0.183 0.3 0.9 0.7
H 7.247 2.488 0.679 0.5 0.2 0.3
C -2.964 2.162 3.822 -0.6 -0.6 1.1
H 0.685 -0.632 -3.787 -1.2 0.0 0.9
H 0.610 -2.390 -2.313 -0.1 -0.1 -0.2
H -3.192 1.253 3.250 0.4 0.0 0.0
H -5.813 -2.883 0.904 1.3 0.6 -0.9
C 5.446 1.565 1.687 0.8 1.4 -0.3
H 5.927 -0.413 -5.523 0.3 0.0 0.0
O -1.505 -5.435 -3.730 0.4 -1.7 0.7
H 1.133 -2.851 4.177 -0.3 0.4 0.4
H -0.466 -2.623 7.652 0.3 -0.2 1.3
O 2.253 2.990 -2.108 -0.1 1.0 -1.5
N -1.811 -1.786 -3.172 -1.2 1.2 -1.2
O -3.126 4.102 1.854 0.2 0.9 1.0
H 2.103 3.502 2.203 0.4 0.0 0.0
H 3.568 -0.831 -6.728 -0.5 0.2 -0.2
O 4.051 -0.808 -4.761 0.4 0.6 0.5
H -5.236 3.962 2.074 -0.2 0.9 -0.3
H -6.232 2.673 3.808 0.3 -0.3 0.3
H 1.721 1.799 -4.209 0.2 0.8 -0.7
O -4.400 -1.021 2.882 -0.1 -0.1 1.4
H -3.528 -1.326 4.708 0.3 0.0 0.7
N 2.033 2.780 -4.416 -0.3 -0.4 1.9
H 5.737 2.359 -0.273 0.1 0.4 0.0
H 2.220 -0.414 -3.425 1.3 -0.4 1.0
H -1.480 -4.999 -5.758 0.1 0.0 0.2
N 3.380 4.445 -3.554 -0.3 0.1 0.4
N 1.234 1.182 0.197 0.9 0.8 -1.8
C -4.221 3.034 3.691 1.2 -0.5 0.8
C 0.125 0.450 4.643 -1.0 -0.3 -1.9
H 5.477 3.589 2.539 0.8 1.1 0.5
H 3.788 5.099 -2.908 -0.4 -0.4 0.6
H 2.115 3.238 3.967 0.1 0.3 -0.3
H -1.592 -2.535 6.446 -0.5 0.3 -1.0
H -2.594 -1.739 -3.813 0.2 0.2 -1.0
H -1.963 4.495 0.249 0.0 -1.0 0.3
H -5.306 -0.925 4.716 0.1 0.1 0.3
H -0.553 -2.414 4.126 0.7 0.9 0.9
H 1.930 -0.590 4.563 0.4 -0.1 0.1
H 0.380 -4.143 -2.373 0.1 -0.2 0.4
H -1.120 0.835 -2.013 1.8 1.2 1.7
N 4.317 0.761 1.207 1.0 -0.9 0.1
H -4.762 -2.553 4.161 0.2 0.5 0.7
H -3.569 4.722 -0.047 -0.7 -0.6 -0.1
H 3.199 4.476 3.268 -0.3 0.4 -0.1
H -0.542 -6.396 -5.259 0.1 -0.5 0.2
C 4.782 2.898 2.150 -1.7 -2.6 -1.3
H -2.834 -4.062 -4.244 -0.3 0.4 -0.2
H 5.157 1.014 -4.668 0.1 -1.6 -0.3
H 0.930 -1.131 -7.274 0.4 -0.5 -1.4
H -0.218 -1.290 -6.000 -0.2 -0.4 0.2
C -3.415 -1.751 2.182 -0.8 0.6 -1.1
H -0.013 0.406 5.689 0.0 0.1 1.2
H -2.417 -2.796 -0.376 -0.8 0.7 0.5
H -0.538 -4.005 6.529 0.0 1.2 -0.1
H 2.325 3.042 -5.356 -0.1 -0.1 0.8
H 0.203 0.298 -6.514 0.8 -0.5 0.2
C -4.925 -2.664 0.203 -1.5 -0.7 1.3
C 2.745 3.499 3.100 -0.7 0.1 1.0
C 5.303 -0.137 -4.674 -1.3 2.2 -1.1
H 1.932 -1.951 -5.243 0.0 0.6 0.1
H -2.799 -4.330 -2.519 0.9 -0.3 -0.4
C -4.289 3.477 2.266 -0.6 -1.7 -0.3
H 1.729 -1.369 2.385 -0.3 0.0 -0.2
H -2.384 -1.643 -2.364 0.3 -0.5 1.7
C -1.167 -3.061 -3.330 -0.3 0.2 -0.2
C 1.795 -0.839 -5.343 1.0 -1.5 -1.9
H -0.856 0.421 4.142 0.0 0.0 0.3
C -2.928 4.007 0.490 0.6 1.3 -1.2
H -4.323 2.538 1.725 -0.4 -0.6 -0.5
N -0.372 1.359 -1.438 -1.4 -1.5 -0.3
H -4.185 -0.619 0.634 -0.4 -0.1 -0.2
H 1.841 1.665 -0.491 -0.6 -0.6 0.9
H 4.229 3.237 1.233 0.8 0.3 0.6
H -2.838 1.852 4.879 0.0 0.1 -0.5
H -2.028 2.596 3.480 -0.2 0.2 -0.1
H -4.432 -3.654 0.073 -0.2 0.6 0.0
C 0.629 -0.724 -6.356 -0.1 1.7 1.5
H 3.181 0.715 -5.903 0.3 0.7 0.0
H 0.555 1.373 4.300 0.4 0.6 0.2
C -0.029 0.895 -0.136 -1.2 1.1 -1.3
H 0.208 -0.665 2.190 0.3 0.0 0.0
C -4.493 -1.476 4.258 -0.6 -0.5 -2.2
C 6.377 1.898 0.481 -1.9 -1.2 -0.2
H -5.311 1.326 3.747 -0.1 0.0 0.0
H -0.645 -2.961 -4.284 0.0 -0.3 -0.2
H -3.040 2.968 0.132 0.3 0.5 -0.1
N -2.787 -1.832 -0.274 -0.3 -1.2 -0.2
N -5.375 2.246 4.182 0.0 0.6 -0.9
H -4.105 3.907 4.303 -0.1 0.6 0.6
H -2.416 -1.288 2.283 -0.3 -0.2 0.0
C -2.140 -4.257 -3.423 -0.7 1.5 0.1
H 0.057 -4.762 -4.891 -0.1 -0.4 -0.2
H 3.715 4.596 -4.487 -0.3 -0.3 -0.2
C -3.895 -1.665 0.735 2.1 -0.1 -1.8
H 3.662 0.692 1.977 -0.2 -0.2 0.0
H 0.311 1.899 -1.967 -0.1 -0.4 0.2
C 0.428 -2.095 4.630 0.1 -0.8 -2.6
H 6.120 1.114 2.472 -1.0 0.2 -0.3
C -0.588 -2.874 6.632 0.1 -1.6 0.4
H -5.334 -2.338 -0.771 0.3 -0.1 0.5
N 1.097 -0.638 2.698 0.1 0.0 -0.5
H 5.785 -0.306 -3.747 0.3 -0.8 0.9
C 2.488 3.419 -3.247 1.3 -0.8 -1.2
O -0.864 0.397 0.627 0.4 -0.4 -0.5
O 0.447 -2.204 6.005 0.1 0.7 0.0
C 3.191 -0.357 -5.812 -0.2 -1.3 0.5
C -0.838 -5.407 -4.954 0.3 1.0 -0.6
H -3.414 -2.782 2.487 0.2 -0.7 0.4
O 3.760 2.548 3.089 0.9 -0.2 -0.3
H 1.553 1.069 1.121 0.2 -0.3 1.1
```
Forces are in eV/Å.

highest occupied orbital energy: -8.745 eV
orbital gap: 9.17 eV
net charge: 0
SMILES: COC[C@H](C)N.COC[C@H](C)N.COC[C@H](C)N.COC[C@H](C)N.COC[C@H](C)N.COC[C@H](C)N.NC(N)=O.NC(N)=O
E: -59440.840 eV

Here are the Mulliken charges for atoms 1 to 8, given in e:
1 N -0.379
2 H 0.071
3 H 0.349
4 C 0.122
5 C -0.942
6 H 0.236
7 H -0.059
8 H 0.404